Record 1
# C6H11N

2 unconnected molecules or ions with the total composition C6H11N at a distorted geometry (ωB97M-V with the def2-TZVPD basis set, OMol25).

Each line ends with the natural charge from an NBO analysis.
Atoms and positions in Å:
C -1.545 -1.093 1.164  -0.618
C -1.143 -0.526 -0.196  -0.380
C 0.278 0.072 -0.223  -0.315
C 0.880 2.123 -2.073  -0.235
C 1.385 -0.962 0.027  -0.596
C 0.387 1.178 0.742  0.281
N 0.470 2.042 1.508  -0.331
H -0.908 -1.934 1.459  0.206
H -2.578 -1.456 1.137  0.221
H -1.480 -0.324 1.943  0.219
H -1.856 0.249 -0.500  0.216
H -1.183 -1.309 -0.964  0.211
H 0.106 2.758 -1.585  0.100
H 1.771 2.361 -1.449  0.099
H 0.436 0.491 -1.250  0.254
H 2.375 -0.518 -0.104  0.226
H 1.324 -1.362 1.044  0.221
H 1.281 -1.790 -0.681  0.219

* F_max: 1.1 eV Å⁻¹
* E_HOMO (alpha / beta): -0.351 / -0.354 hartree
* E: -289.7941 Eh

Record 2
# C2H2Cl4Si

2 unconnected molecules or ions with the total composition C2H2Cl4Si at a distorted geometry (ωB97M-V with the def2-TZVPD basis set, OMol25).

Each line ends with the natural charge from an NBO analysis.
Atoms and positions in Å:
C -0.542 0.034 0.063  -0.125
C 0.449 0.438 -0.639  -0.302
Si -0.791 0.776 3.755  1.041
Cl 0.801 -0.514 -2.166  -0.083
Cl -0.168 -0.598 4.990  -0.332
Cl 0.339 2.408 3.756  -0.340
Cl -2.795 1.041 3.742  -0.350
H -1.149 -0.623 0.735  0.242
H 0.970 1.468 -0.677  0.248

* F_max: 2.7 eV Å⁻¹
* E_HOMO (alpha / beta): -0.328 / -0.291 hartree
* E: -2207.6354 Eh

Record 3
# C4H8N2O

A single C4H8N2O molecule at a distorted geometry (ωB97M-V with the def2-TZVPD basis set, OMol25).

Each line ends with the natural charge from an NBO analysis.
Atoms and positions in Å:
C -1.272 1.110 1.161  -0.425
N -0.445 0.291 0.238  -0.228
C 0.823 0.705 -0.322  -0.214
C 1.184 -0.422 -1.181  -0.481
C 0.338 -1.544 -0.644  -0.007
N -0.512 -1.003 0.174  0.157
O -1.643 -1.809 1.065  -0.587
H -1.681 0.460 1.968  0.267
H -0.574 1.935 1.538  0.201
H -2.020 1.400 0.442  0.219
H 1.532 0.908 0.601  0.171
H 0.615 1.660 -0.642  0.217
H 2.278 -0.709 -1.320  0.242
H 0.913 -0.347 -2.245  0.227
H 0.465 -2.633 -0.831  0.242

* F_max: 6.5 eV Å⁻¹
* structure (SMILES): CN1CCC=[N+]1[O-]
* E_HOMO: -0.300 hartree
* E: -341.7563 Eh

Record 4
# C2H9N3

A single C2H9N3 molecule at a distorted geometry (ωB97M-V with the def2-TZVPD basis set, OMol25).

Each line ends with the natural charge from an NBO analysis.
Atoms and positions in Å:
C -0.382 0.585 -0.724  -0.025
C 2.002 -0.722 -0.004  -0.424
N -1.507 -0.177 -0.468  -0.595
N 0.725 -0.173 0.461  -0.722
N -2.293 0.497 0.551  -0.734
H -0.255 -0.796 0.470  0.463
H 0.838 0.552 1.166  0.395
H -3.017 1.045 0.087  0.332
H -2.801 -0.228 1.053  0.342
H -0.387 1.657 -0.498  0.176
H 0.096 0.365 -1.683  0.178
H 2.587 0.050 -0.510  0.201
H 2.591 -1.132 0.817  0.202
H 1.803 -1.523 -0.718  0.210

* F_max: 2.2 eV Å⁻¹
* E_HOMO: -0.257 hartree
* E: -245.7255 Eh